# 1
A 2-piece molecular cluster, C3H5O4S overall. Source: OMol25; level of theory: ωB97M-V/def2-TZVPD.

The geometry in ORCA input format:
```
! RIJCOSX wB97M-V def2-TZVPD def2/J DEFGRID3
* xyz -1 1
C -0.54 -0.01 1.05
C -0.87 0.11 -0.27
C 2.16 0.57 -0.66
O 0.13 0.94 1.74
O -0.98 -1.05 1.82
O -1.55 -0.93 -0.86
O 1.56 1.59 -0.22
S 2.07 -1.00 -0.08
H -0.72 0.94 -0.90
H 2.63 0.63 -1.72
H -1.07 -1.75 -1.05
H 0.62 1.54 1.08
H -0.27 -1.72 1.76
*
```

Calculated values
Highest occupied orbital energy   -0.1268 hartree
Relative energy (zero: lowest compared OMol25 entry of this formula, charge and spin)   48.02 kcal/mol
LUMO level   3.556 eV

=====

# 2
C3H5OP as an isolated structure. Source: OMol25; level of theory: ωB97M-V/def2-TZVPD.

The geometry in ORCA input format:
```
! RIJCOSX wB97M-V def2-TZVPD def2/J DEFGRID3
* xyz 0 1
C -0.48 1.06 1.37
C -0.80 -0.49 0.15
C 0.25 -0.80 -0.82
O -2.44 -2.40 -0.40
P -2.36 -1.25 0.51
H -1.25 1.22 2.08
H 0.46 1.55 1.26
H 0.78 0.09 -1.15
H 0.98 -1.49 -0.38
H -0.21 -1.30 -1.67
*
```

Calculated values
Highest occupied orbital energy (alpha / beta)   -0.3441 / -0.3429 hartree
Relative energy (zero: lowest compared OMol25 entry of this formula, charge and spin)   83.27 kcal/mol
LUMO level (alpha / beta)   -1.598 / -0.455 eV

=====

# 3
C3H5P as an isolated structure. Source: OMol25; level of theory: ωB97M-V/def2-TZVPD.

The geometry in ORCA input format:
```
! RIJCOSX wB97M-V def2-TZVPD def2/J DEFGRID3
* xyz 0 1
C -0.11 -1.00 -0.01
C 0.92 0.10 -0.09
C -0.11 1.28 0.17
P -1.48 -0.01 -0.11
H 0.17 -2.03 0.10
H 1.54 0.02 0.77
H 1.40 0.11 -0.97
H -2.36 -0.46 0.85
H 0.03 1.99 -0.71
*
```

Calculated values
Highest occupied orbital energy (alpha / beta)   -0.2749 / -0.3047 hartree
Relative energy (zero: lowest compared OMol25 entry of this formula, charge and spin)   75.85 kcal/mol
LUMO level (alpha / beta)   -0.627 / -0.103 eV

=====

# 4
One molecule with the formula C3H5PS. Source: OMol25; level of theory: ωB97M-V/def2-TZVPD.

The geometry in ORCA input format:
```
! RIJCOSX wB97M-V def2-TZVPD def2/J DEFGRID3
* xyz 0 1
C 1.61 1.45 -0.24
C 0.92 0.40 0.08
C 0.22 -0.69 0.42
P -1.56 -0.81 -0.11
S -2.71 0.61 0.44
H 2.12 1.35 -1.23
H 1.77 2.24 0.49
H 0.76 -1.46 1.14
H -1.62 -2.07 0.43
H -1.51 -1.03 -1.42
*
```

Calculated values
SMILES string   C=C=C[PH2]=S
Highest occupied orbital energy   -0.3270 hartree
Relative energy (zero: lowest compared OMol25 entry of this formula, charge and spin)   33.73 kcal/mol
LUMO level   0.705 eV

=====

# 5
C3H6AgBrOTi as an isolated structure. Source: OMol25; level of theory: ωB97M-V/def2-TZVPD.

The geometry in ORCA input format:
```
! RIJCOSX wB97M-V def2-TZVPD def2/J DEFGRID3
* xyz 2 5
Ti -1.23 -2.10 1.85
Ag 1.32 -5.22 -0.46
Br -0.51 -3.15 -0.88
C 1.11 1.42 0.53
C -0.13 0.66 0.38
O -0.58 0.00 1.32
C -0.90 0.83 -0.90
H 1.57 1.62 -0.43
H 1.78 0.93 1.23
H 0.83 2.39 0.97
H -0.44 0.25 -1.70
H -0.89 1.88 -1.17
H -1.93 0.50 -0.75
*
```

Calculated values
Highest occupied orbital energy (alpha / beta)   -0.5192 / -0.6431 hartree
Relative energy (zero: lowest compared OMol25 entry of this formula, charge and spin)   0.00 kcal/mol
LUMO level (alpha / beta)   -9.481 / -12.977 eV

=====

# 6
C3H6AgO3 as an isolated structure. Source: OMol25; level of theory: ωB97M-V/def2-TZVPD.

The geometry in ORCA input format:
```
! RIJCOSX wB97M-V def2-TZVPD def2/J DEFGRID3
* xyz 2 2
H -2.11 -0.10 0.69
O 0.49 -1.02 -0.72
C 0.12 0.15 -0.72
O 0.60 0.89 0.26
Ag 0.30 -2.32 1.06
O -1.12 0.46 -0.99
C -2.19 -0.27 -0.38
H -2.11 -1.35 -0.58
H -3.14 0.11 -0.77
C 2.03 0.86 0.46
H 2.11 0.31 1.40
H 2.67 0.38 -0.28
H 2.36 1.90 0.56
*
```

Calculated values
Highest occupied orbital energy (alpha / beta)   -0.8046 / -0.7774 hartree
Relative energy (zero: lowest compared OMol25 entry of this formula, charge and spin)   31.51 kcal/mol
LUMO level (alpha / beta)   -11.022 / -15.079 eV

=====

# 7
C3H6As2F13O3Tl as an isolated structure. Source: OMol25; level of theory: ωB97M-V/def2-TZVPD.

The geometry in ORCA input format:
```
! RIJCOSX wB97M-V def2-TZVPD def2/J DEFGRID3
* xyz 0 1
Tl 0.29 -0.64 -2.52
As -3.49 -2.04 -0.50
F -4.05 -2.11 -2.14
F -5.10 -2.42 0.02
F -2.92 -1.72 1.11
F -1.88 -1.67 -1.16
F -3.89 -0.31 -0.53
F -3.07 -3.71 -0.46
As 4.38 1.12 -2.35
F 3.55 2.58 -1.91
F 2.77 0.27 -2.33
F 5.14 -0.37 -2.81
F 5.90 1.95 -2.49
F 4.68 0.79 -0.69
F 4.04 1.43 -4.03
F -2.07 0.53 -3.07
C -2.02 1.24 1.37
O -0.85 0.77 2.04
C 0.02 0.02 1.39
O -0.11 -0.39 0.24
O 1.05 -0.30 2.13
C 1.16 0.14 3.48
H -2.32 0.64 0.51
H -1.83 2.28 1.07
H -2.84 1.27 2.08
H 2.12 -0.17 3.86
H 0.36 -0.36 4.04
H 1.00 1.20 3.65
*
```

Calculated values
Highest occupied orbital energy   -0.4769 hartree
Relative energy (zero: lowest compared OMol25 entry of this formula, charge and spin)   2.53 kcal/mol
LUMO level   -9.374 eV

=====

# 8
C3H6AuO3 as an isolated structure. Source: OMol25; level of theory: ωB97M-V/def2-TZVPD.

The geometry in ORCA input format:
```
! RIJCOSX wB97M-V def2-TZVPD def2/J DEFGRID3
* xyz 3 3
C -0.11 1.48 0.16
C -0.42 0.29 0.96
O -0.28 -0.81 0.05
C -1.11 -1.82 -0.15
O -0.52 -2.40 -1.19
Au 1.02 -0.85 -1.39
H -0.05 2.37 0.79
H -0.74 1.71 -0.71
H -1.40 0.26 1.44
H -0.88 -3.27 -1.42
H 0.86 0.37 1.51
O 1.57 0.94 0.10
H 2.07 1.73 -0.15
*
```

Calculated values
Highest occupied orbital energy (alpha / beta)   -0.9570 / -0.9428 hartree
LUMO level (alpha / beta)   -16.673 / -19.705 eV